[1]
A cluster of 2 separate species, C8H13Cl2N2P in total, computed with the ωB97M-V functional and the def2-TZVPD basis.

Each atom is followed by the atoms it is bonded to, with distances in Å.
Positions of all 26 atoms, in Å:
1 C 1.27832 0.90936 1.05741  C7 1.463, N9 1.125
2 C -1.83496 -0.44914 0.95966  C3 1.482, C4 1.521, H14 1.034, H15 1.165
3 C -0.73561 -1.13445 1.68031  C2 1.482, C5 1.581, H16 1.176, H17 1.130
4 C -1.47297 0.86032 0.27574  C2 1.521, C6 1.539, H18 1.148, H19 1.129
5 C 0.43158 -1.35201 0.63614  C3 1.581, C7 1.558, H20 1.056, H21 1.028
6 C -0.42614 0.55672 -0.81078  C4 1.539, C7 1.591, H22 1.042, H23 1.163
7 C 0.83204 0.00971 -0.00603  C1 1.463, C5 1.558, C6 1.591, N10 1.525
8 C 2.37084 0.80282 -1.82234  N10 1.424, H24 1.110, H25 1.048, H26 1.108
9 N 1.50999 1.68647 1.83761  C1 1.125
10 N 2.04312 -0.23225 -0.90085  C7 1.525, C8 1.424
11 P 4.29400 -0.13343 0.74049  Cl12 1.972, Cl13 1.958
12 Cl 4.89724 -1.59986 -0.43218  P11 1.972
13 Cl 5.05220 1.57216 0.14824  P11 1.958
14 H -2.21931 -1.12269 0.27553  C2 1.034
15 H -2.69163 -0.16827 1.69743  C2 1.165
16 H -0.22140 -0.74064 2.66188  C3 1.176
17 H -1.05092 -2.16958 2.00645  C3 1.130
18 H -2.31226 1.38988 -0.30176  C4 1.148
19 H -1.22737 1.75991 0.91166  C4 1.129
20 H 1.26255 -1.85986 1.04445  C5 1.056
21 H 0.18139 -1.96926 -0.14720  C5 1.028
22 H -0.75806 -0.05441 -1.58668  C6 1.042
23 H -0.09758 1.47986 -1.43773  C6 1.163
24 H 2.87294 1.61818 -1.26053  C8 1.110
25 H 3.09568 0.49810 -2.51496  C8 1.048
26 H 1.44450 1.11577 -2.34449  C8 1.108

Energy relative to the best compared isomer or geometry (same formula, charge and spin) in kJ/mol: 254.7
Net charge: 0
HOMO-LUMO gap (spin up / spin down) in eV: 7.3 / 8.7
Highest occupied orbital energy (spin up / spin down) in eV: -7.890 / -9.496

***

[2]
A cluster of 2 separate species, C19H29F8N2O6 in total, computed with the ωB97M-V functional and the def2-TZVPD basis.

Each atom is followed by the atoms it is bonded to, with distances in Å.
Positions of all 64 atoms, in Å:
1 C -0.64150 4.77749 -3.62430  C2 1.387, H22 1.081, H23 1.087
2 C -1.41733 3.62807 -3.65003  C1 1.387, N3 1.393, H24 1.089
3 N -1.01163 2.32281 -3.38196  C2 1.393, N4 1.418, C5 1.485
4 N 0.37339 2.20711 -3.66087  N3 1.418, H25 1.006, H26 1.021
5 C -1.34680 1.76200 -2.04829  N3 1.485, C6 1.568, C12 1.539, C19 1.555
6 C -0.72169 0.32424 -2.03225  C5 1.568, C7 1.535, H27 1.090, H28 1.089
7 C 0.65656 0.16849 -1.37493  C6 1.535, C8 1.548, H29 1.096, H30 1.086
8 C 0.63819 -0.37009 0.07616  C7 1.548, C9 1.532, H31 1.086, H32 1.089
9 C 1.74828 0.24041 0.93822  C8 1.532, O10 1.418, H33 1.101, H34 1.092
10 O 1.18792 0.89838 2.06182  C9 1.418, C11 1.411
11 C 1.80306 2.12179 2.40089  O10 1.411, H35 1.093, H36 1.092, H37 1.092
12 C -2.85418 1.53715 -1.83313  C5 1.539, C13 1.530, H38 1.097, H39 1.084
13 C -3.78303 2.74462 -1.69118  C12 1.530, C14 1.540, H40 1.084, H41 1.098
14 C -3.78673 3.44039 -0.31775  C13 1.540, C15 1.512, H42 1.089, H43 1.096
15 C -4.17408 2.52394 0.82092  C14 1.512, O16 1.454, H44 1.086, H45 1.091
16 O -4.39562 3.26251 2.05365  C15 1.454, C17 1.355
17 C -3.28653 3.85836 2.55418  O16 1.355, O18 1.189, H46 1.098
18 O -2.58455 3.37519 3.38291  C17 1.189
19 C -0.76203 2.50791 -0.81588  C5 1.555, O20 1.250, O21 1.247
20 O -1.17755 2.07221 0.27990  C19 1.250
21 O 0.08207 3.40978 -0.98719  C19 1.247
22 H 0.19315 4.99507 -4.27572  C1 1.081
23 H -0.96847 5.54801 -2.93040  C1 1.087
24 H -2.44086 3.72349 -4.00891  C2 1.089
25 H 0.56240 2.53329 -4.59381  N4 1.006
26 H 0.91766 2.71203 -2.95960  N4 1.021
27 H -1.40259 -0.37800 -1.55063  C6 1.090
28 H -0.64456 -0.01052 -3.06597  C6 1.089
29 H 1.18153 -0.60299 -1.94890  C7 1.096
30 H 1.28658 1.04791 -1.46692  C7 1.086
31 H -0.33092 -0.24438 0.54954  C8 1.086
32 H 0.84514 -1.43787 0.03290  C8 1.089
33 H 2.39115 -0.56333 1.32835  C9 1.101
34 H 2.38532 0.89503 0.34058  C9 1.092
35 H 2.84490 2.17403 2.07399  C11 1.093
36 H 1.21814 2.94498 1.98584  C11 1.092
37 H 1.80219 2.20677 3.49001  C11 1.092
38 H -3.20707 0.93046 -2.67569  C12 1.097
39 H -2.95221 0.91076 -0.95381  C12 1.084
40 H -3.65729 3.52116 -2.43700  C13 1.084
41 H -4.80834 2.37552 -1.82781  C13 1.098
42 H -2.84021 3.95517 -0.16034  C14 1.089
43 H -4.56195 4.21248 -0.37610  C14 1.096
44 H -3.46822 1.71658 0.99391  C15 1.086
45 H -5.15772 2.11147 0.59142  C15 1.091
46 H -3.09904 4.87934 2.19489  C17 1.098
47 C 1.74602 -4.78285 2.63508  C48 1.538, O54 1.420, H61 1.089, H62 1.090
48 C 1.71240 -4.23774 1.19755  C47 1.538, C49 1.531, F52 1.349, F53 1.358
49 C 1.42119 -5.22485 0.06449  C48 1.531, F50 1.351, F51 1.351, H63 1.094
50 F 2.35689 -6.19596 -0.01089  C49 1.351
51 F 1.42774 -4.55887 -1.11077  C49 1.351
52 F 2.85380 -3.56194 0.95024  C48 1.349
53 F 0.69401 -3.33918 1.16920  C48 1.358
54 O 3.00782 -5.07185 3.21897  C47 1.420, C55 1.365
55 C 3.63518 -6.27199 3.04904  O54 1.365, C56 1.533, F59 1.346, F60 1.355
56 C 4.96095 -6.12405 2.29438  C55 1.533, F57 1.344, F58 1.355, H64 1.092
57 F 4.77389 -5.56268 1.08805  C56 1.344
58 F 5.50331 -7.35242 2.11090  C56 1.355
59 F 2.83119 -7.18664 2.47564  C55 1.346
60 F 3.94227 -6.73936 4.28330  C55 1.355
61 H 1.36563 -3.96417 3.24352  C47 1.089
62 H 1.04363 -5.60559 2.77100  C47 1.090
63 H 0.43738 -5.68309 0.19846  C49 1.094
64 H 5.65174 -5.50600 2.87112  C56 1.092

Net charge: -1
HOMO-LUMO gap in eV: 6.1
Highest occupied orbital energy in eV: -3.877

***

[3]
A cluster of 4 separate species, C23H34N3O4 in total, computed with the ωB97M-V functional and the def2-TZVPD basis.

Each atom is followed by the atoms it is bonded to, with distances in Å.
Positions of all 64 atoms, in Å:
1 C 0.51750 -4.57509 2.63632  C2 1.612, H16 1.157, H17 1.151, H18 1.139
2 C 0.68603 -4.22098 1.07308  C1 1.612, O3 1.251, O4 1.443
3 O 0.01468 -4.75190 0.16003  C2 1.251
4 O 1.65622 -3.19059 0.79140  C2 1.443, C5 1.458
5 C 1.05744 -2.10285 0.02702  O4 1.458, C6 1.629, H19 1.139, H20 1.157
6 C 1.25161 -0.74430 0.90529  C5 1.629, C7 1.632, H21 1.145, H22 1.157
7 C 0.55693 -0.97246 2.36422  C6 1.632, C8 1.608, H23 1.138, H24 1.153
8 C -0.18028 0.39151 2.79182  C7 1.608, C9 1.605, H25 1.158, H26 1.146
9 C -1.77606 0.29021 2.92545  C8 1.605, C10 1.605, H27 1.158, H28 1.156
10 C -2.49262 -0.67028 1.85741  C9 1.605, C11 1.628, H29 1.157, H30 1.140
11 C -3.33202 -1.85312 2.59616  C10 1.628, C12 1.620, H31 1.158, H32 1.142
12 C -3.64635 -3.07565 1.58147  C11 1.620, C13 1.607, H33 1.147, H34 1.141
13 C -4.59823 -2.64070 0.36154  C12 1.607, O14 1.277, O15 1.400
14 O -5.69171 -1.99603 0.50267  C13 1.277
15 O -4.22205 -3.03246 -0.92890  C13 1.400
16 H -0.34643 -3.92710 3.05065  C1 1.157
17 H 1.44332 -4.26033 3.24305  C1 1.151
18 H 0.25213 -5.66682 2.82168  C1 1.139
19 H -0.05743 -2.22110 -0.17446  C5 1.139
20 H 1.66201 -1.94733 -0.94683  C5 1.157
21 H 2.37800 -0.55654 0.98516  C6 1.145
22 H 0.73175 0.11650 0.33283  C6 1.157
23 H -0.10575 -1.89820 2.35711  C7 1.138
24 H 1.43915 -1.18987 3.07436  C7 1.153
25 H 0.21955 0.65502 3.84650  C8 1.158
26 H 0.17184 1.23278 2.09853  C8 1.146
27 H -2.18292 1.35893 2.74142  C9 1.158
28 H -2.08290 0.05022 4.01378  C9 1.156
29 H -3.30455 -0.03642 1.33003  C10 1.157
30 H -1.81782 -1.06115 1.02562  C10 1.140
31 H -4.37201 -1.43748 2.88901  C11 1.158
32 H -2.83440 -2.22033 3.55621  C11 1.142
33 H -2.64877 -3.44869 1.15461  C12 1.147
34 H -4.16582 -3.91940 2.14744  C12 1.141
35 N -2.65985 5.06721 0.93848  C36 1.370, C39 1.370, H40 1.007
36 C -2.80089 3.71107 0.80375  N35 1.370, C37 1.373, H41 1.080
37 C -4.13725 3.41158 0.90409  C36 1.373, C38 1.417, H42 1.080
38 C -4.82939 4.63247 1.10096  C37 1.417, C39 1.374, H43 1.080
39 C -3.89265 5.63721 1.11502  N35 1.370, C38 1.374, H44 1.080
40 H -1.78648 5.56683 0.91116  N35 1.007
41 H -1.93979 3.07819 0.65007  C36 1.080
42 H -4.56917 2.42334 0.84145  C37 1.080
43 H -5.89517 4.76183 1.21865  C38 1.080
44 H -3.99637 6.70497 1.23624  C39 1.080
45 N 3.84486 1.25764 -1.53575  C46 1.370, C49 1.370, H50 1.007
46 C 4.49308 0.05152 -1.58728  N45 1.370, C47 1.373, H51 1.080
47 C 5.82010 0.27124 -1.31066  C46 1.373, C48 1.417, H52 1.080
48 C 5.97844 1.65994 -1.07768  C47 1.417, C49 1.373, H53 1.080
49 C 4.74285 2.24240 -1.22040  N45 1.370, C48 1.373, H54 1.079
50 H 2.86140 1.39779 -1.70248  N45 1.007
51 H 3.95517 -0.85579 -1.81742  C46 1.080
52 H 6.59131 -0.48411 -1.27832  C47 1.080
53 H 6.89484 2.17618 -0.83202  C48 1.080
54 H 4.42610 3.27006 -1.12634  C49 1.079
55 N 1.32689 1.09137 -6.08804  C56 1.369, C59 1.369, H60 1.007
56 C 2.27070 0.23816 -6.59403  N55 1.369, C57 1.374, H61 1.079
57 C 3.25186 0.08085 -5.64575  C56 1.374, C58 1.417, H62 1.080
58 C 2.88380 0.86373 -4.52341  C57 1.417, C59 1.374, H63 1.081
59 C 1.69006 1.47372 -4.82437  N55 1.369, C58 1.374, H64 1.080
60 H 0.49476 1.39033 -6.56971  N55 1.007
61 H 2.16358 -0.18116 -7.58291  C56 1.079
62 H 4.13594 -0.53107 -5.74784  C57 1.080
63 H 3.43133 0.96867 -3.59686  C58 1.081
64 H 1.06986 2.14579 -4.25033  C59 1.080

Net charge: -1
HOMO-LUMO gap in eV: 5.7
Highest occupied orbital energy in eV: -3.623